Version 1
17
Properties=species:S:1:pos:R:3 method="wB97M-V/def2-TZVPD" e_lumo_ev=0.91 charge=0 multiplicity=1 homo_lumo_gap_ev=10.33 smiles=N[C@H]1[C@@H]2C[C@H]1OCO2 e_homo_ev=-9.43
N 1.79 -1.17 -0.14
C 0.46 -0.89 -0.69
C -0.76 -0.83 0.27
C -1.39 0.27 -0.66
C 0.11 0.57 -1.01
O 0.64 1.34 0.03
C 0.00 1.08 1.28
O -0.33 -0.26 1.46
H 1.62 -1.26 0.87
H 2.35 -0.29 -0.10
H 0.29 -1.64 -1.46
H -1.23 -1.82 0.54
H -1.93 -0.13 -1.48
H -1.98 1.06 -0.26
H 0.37 0.98 -1.99
H 0.88 1.27 1.97
H -0.88 1.72 1.39

=====

Version 2
17
Properties=species:S:1:pos:R:3 method="wB97M-V/def2-TZVPD" e_lumo_ev=0.66 charge=0 multiplicity=1 homo_lumo_gap_ev=9.32 smiles="C=C[C@@](C)(O)C(N)=O" e_homo_ev=-8.66
C 2.18 0.01 0.86
C 1.17 -0.64 0.30
C -0.19 -0.02 -0.50
C 0.06 1.45 -0.80
O -0.63 -0.76 -1.62
C -1.04 -0.24 0.70
N -2.09 -1.07 0.65
O -0.43 0.01 1.76
H 3.14 -0.46 0.95
H 2.03 0.95 1.37
H 1.30 -1.65 -0.06
H -0.83 1.90 -1.25
H 0.28 1.99 0.12
H 0.91 1.55 -1.46
H -0.99 -0.16 -2.28
H -2.50 -1.42 1.50
H -2.37 -1.45 -0.24

=====

The relative energies come out as version 1 31.3; version 2 0.0, with values in kJ/mol.

=====

Version 1
17
Properties=species:S:1:pos:R:3 method="wB97M-V/def2-TZVPD" e_lumo_ev=0.48 charge=0 multiplicity=1 homo_lumo_gap_ev=9.33 e_homo_ev=-8.85
C 1.45 -0.66 -0.82
C 2.00 0.02 0.38
C 0.77 0.44 1.21
C -0.34 0.04 0.24
C -2.54 -0.76 -0.11
N 0.21 -0.69 -0.84
O -0.45 1.80 -0.83
O -1.54 -0.18 0.70
H 2.10 -1.29 -1.51
H 2.71 -0.66 0.97
H 2.63 0.78 0.13
H 0.86 -0.11 2.26
H 0.56 1.45 1.30
H -2.26 -1.79 -0.47
H -2.62 -0.26 -1.05
H -3.57 -0.78 0.42
H -1.28 2.13 -1.13

=====

Version 2
17
Properties=species:S:1:pos:R:3 method="wB97M-V/def2-TZVPD" e_lumo_ev=0.73 charge=0 multiplicity=1 homo_lumo_gap_ev=9.82 e_homo_ev=-9.10
C -0.87 1.94 -0.80
C 0.01 -0.27 -0.02
C 1.23 -0.03 0.81
C 1.24 -1.34 -0.01
C -1.09 -1.14 0.22
H -0.43 2.91 -0.30
H -1.22 2.45 -1.72
H -1.66 2.00 -0.28
H 0.58 0.79 -1.62
H 1.50 1.09 0.67
H 0.90 0.05 1.90
H 1.92 -1.40 -0.95
H 0.43 -2.13 1.84
H -1.96 -1.04 -0.37
N -0.41 0.60 -1.27
O 1.03 -2.43 0.82
O -1.20 -2.06 1.08

=====

Version 3
17
Properties=species:S:1:pos:R:3 method="wB97M-V/def2-TZVPD" e_lumo_ev=0.57 charge=0 multiplicity=1 homo_lumo_gap_ev=9.87 smiles="[H]/N=C(/C)O[C@H](C)C=O" e_homo_ev=-9.31
H -0.42 2.75 1.53
N -0.12 2.69 0.56
C 0.03 1.55 0.08
C 1.14 1.32 -1.07
O -0.84 0.55 0.29
C -0.48 -0.77 -0.12
C -1.49 -1.75 0.48
C 0.93 -1.08 0.37
O 1.48 -0.50 1.27
H 1.40 2.35 -1.35
H 0.80 0.90 -2.02
H 2.06 0.86 -0.70
H -0.48 -0.83 -1.22
H -1.47 -1.70 1.56
H -1.26 -2.76 0.15
H -2.49 -1.49 0.13
H 1.24 -2.10 0.06

=====

The relative energies come out as version 1 175.1; version 2 444.7; version 3 0.0, with values in kJ/mol.

=====

Version 1
17
Properties=species:S:1:pos:R:3 method="wB97M-V/def2-TZVPD" e_lumo_ev=0.78 charge=0 multiplicity=1 homo_lumo_gap_ev=9.91 smiles="CC1(C)O[C@H](N)C1=O" e_homo_ev=-9.13
C -1.02 -0.64 1.32
C 0.19 -0.13 0.54
C 1.49 -0.35 1.29
O 0.03 1.23 0.09
C 0.12 0.90 -1.29
N -1.02 1.34 -2.05
C 0.23 -0.58 -0.92
O 0.24 -1.62 -1.50
H -1.05 -0.15 2.29
H -0.93 -1.72 1.46
H -1.94 -0.43 0.79
H 1.65 -1.41 1.46
H 2.33 0.05 0.72
H 1.45 0.17 2.25
H 1.02 1.32 -1.75
H -1.88 0.95 -1.68
H -0.93 1.07 -3.02

=====

Version 2
17
Properties=species:S:1:pos:R:3 method="wB97M-V/def2-TZVPD" e_lumo_ev=0.76 charge=0 multiplicity=1 homo_lumo_gap_ev=10.22 smiles=O[C@@H]1C[C@H](O)[C@@H]2N[C@@H]21 e_homo_ev=-9.46
O 2.26 -0.50 -0.54
C 1.33 -0.31 0.37
C 0.09 -1.23 -0.02
C -1.25 -0.55 0.38
O -2.30 -0.54 -0.51
C -0.78 0.91 0.50
N -0.15 1.09 -0.78
C 0.60 1.03 0.36
H 1.81 -0.03 -1.23
H 1.67 -0.78 1.38
H 0.30 -1.57 -1.11
H 0.06 -2.24 0.62
H -1.38 -1.15 1.29
H -2.22 0.06 -1.21
H -1.07 1.73 0.91
H -0.21 2.09 -1.00
H 1.24 1.99 0.59

=====

Version 3
17
Properties=species:S:1:pos:R:3 method="wB97M-V/def2-TZVPD" e_lumo_ev=0.65 charge=0 multiplicity=1 homo_lumo_gap_ev=10.21 smiles="O=C(O)[C@@H]1CCCN1" e_homo_ev=-9.55
O 2.01 -0.08 0.97
C 0.80 0.02 1.06
O 0.29 0.93 1.82
C -0.15 -0.82 0.31
C 0.31 -1.01 -1.11
C -0.06 0.35 -1.77
C -1.48 0.57 -1.21
N -1.38 0.02 0.17
H -0.69 0.73 1.83
H -0.34 -1.78 0.71
H 1.43 -1.09 -1.04
H -0.06 -2.01 -1.56
H -0.19 0.31 -2.86
H 0.72 1.08 -1.57
H -1.65 1.64 -1.08
H -2.18 0.03 -1.86
H -2.24 -0.52 0.30

=====

The relative energies come out as version 1 49.8; version 2 355.6; version 3 0.0, with values in kJ/mol.